No. 1
Below is a structure of composition C3H4LiO3Tl, with properties calculated with wB97M-V/def2-TZVPD.

XYZ file:
```
12
Properties=species:S:1:pos:R:3:forces:R:3
C -2.143174 0.153325 0.405289 -0.500 4.155 0.427
C -1.652836 -1.013275 0.886830 0.317 -1.485 -1.701
H -2.171973 0.392792 -0.661772 -0.362 -0.199 0.062
H -1.746738 -1.579344 -0.090463 0.901 -1.548 1.886
H -1.731445 -1.235184 1.955674 0.059 -0.669 -0.256
O 1.685510 0.018102 -1.044414 0.046 -0.767 -1.522
C 2.451503 0.772719 -0.365183 3.710 1.229 -1.650
O 2.127195 1.158895 0.776114 -0.028 0.542 1.445
O 3.584391 1.133622 -0.865782 -0.414 -0.078 0.121
Li 1.626464 -0.820296 -2.725930 0.408 -0.343 -1.073
Tl 0.422037 0.061011 0.648949 -3.719 -0.890 2.361
H -2.450930 0.957637 1.080685 -0.418 0.053 -0.100
```
Positions in Å, forces in eV/Å.

Output
* charge: +3
* lowest unoccupied orbital energy (spin up / spin down): -16.53 / -16.58 eV
* spin multiplicity: 2
* highest occupied orbital energy (spin up / spin down): -26.50 / -26.07 eV
* expectation value of S²: 0.755

---

No. 2
Below is an isolated molecule of C3H6N2S2, with properties calculated with wB97M-V/def2-TZVPD.

XYZ file:
```
13
Properties=species:S:1:pos:R:3:forces:R:3
C -1.232352 0.651367 0.356605 -1.561 1.827 1.392
C -2.178027 -0.464958 -0.025228 0.576 -1.294 2.317
C 1.830319 -0.323219 -0.588230 2.983 1.900 -3.376
N -0.082207 0.768234 -0.060042 -0.412 1.408 1.146
N 0.854136 0.647717 -0.845255 0.356 -1.124 -2.463
S -3.386412 -0.757110 1.391826 0.787 -0.050 -0.903
S 3.269205 0.716965 -0.027360 0.981 -0.453 -1.726
H -1.550245 1.578118 1.010920 -0.069 -2.194 -0.887
H -2.874445 -0.131952 -0.778858 0.064 -0.316 -0.832
H -1.537072 -1.427491 -0.192713 -1.623 1.716 -0.265
H 2.207008 -0.823657 -1.550175 -0.684 0.864 1.240
H 1.675501 -1.053362 0.092443 -0.977 -2.207 2.380
H 3.004590 0.619347 1.216066 -0.420 -0.077 1.978
```
Positions in Å, forces in eV/Å.

Output
* charge: 0
* lowest unoccupied orbital energy (spin up / spin down): 0.59 / -2.33 eV
* spin multiplicity: 3
* highest occupied orbital energy (spin up / spin down): -7.04 / -9.08 eV
* expectation value of S²: 2.009

---

No. 3
Below is a structure of composition C39H38Cl2CsFN10O6S, with properties calculated with wB97M-V/def2-TZVPD.

XYZ file:
```
98
Properties=species:S:1:pos:R:3:forces:R:3
Cs 0.445885 0.909741 -1.237397 -2.011 -0.574 -0.200
N -1.378047 2.197692 4.003198 -0.024 0.010 0.024
C -0.764061 1.228600 3.298139 0.019 -0.017 -0.110
N -1.326349 1.112613 2.120679 0.025 -0.053 0.113
C -2.301396 2.052926 2.155482 -0.147 0.021 -0.154
N -2.375002 2.745292 3.278005 0.087 0.000 0.030
C -3.227282 2.274803 1.027567 0.026 0.063 0.090
C -4.357718 3.079669 1.155857 -0.007 -0.029 -0.018
N -5.195132 3.275895 0.144086 -0.038 0.014 0.059
C -4.903138 2.650417 -0.993251 0.003 -0.056 -0.053
C -3.777890 1.847398 -1.125857 -0.013 -0.028 -0.020
N -2.936866 1.670992 -0.116339 0.100 -0.144 -0.073
H -1.137613 2.582422 4.899207 -0.008 -0.001 0.020
H 0.060956 0.639835 3.668310 0.011 -0.023 -0.023
H -4.576945 3.565855 2.098448 -0.007 0.009 -0.004
H -5.583227 2.790317 -1.825882 -0.005 -0.001 0.007
H -3.540623 1.330203 -2.050689 0.005 -0.030 0.000
N 2.042813 -2.544233 -2.654935 0.089 0.081 -0.070
C 2.189371 -2.018765 -1.415127 0.034 -0.236 0.167
O 1.224619 -1.450199 -0.876479 0.682 -1.419 0.254
C 3.530377 -2.204568 -0.746622 0.016 0.087 -0.109
C 3.646967 -3.500598 0.066821 0.079 0.012 -0.030
H 1.151903 -2.467307 -3.142992 -0.035 -0.022 0.043
H 2.848877 -2.933938 -3.106193 -0.037 -0.071 0.001
H 3.680786 -1.326808 -0.109533 -0.002 -0.019 0.022
H 4.303813 -2.174542 -1.528677 0.003 0.030 0.016
H 2.885143 -3.493498 0.856403 -0.050 -0.042 0.019
H 3.430888 -4.352670 -0.596314 -0.034 -0.063 0.008
C 6.119617 6.424865 0.050846 0.018 0.006 0.000
C 4.828727 6.896471 0.712450 -0.066 -0.034 -0.007
C 5.111878 7.346777 2.138541 0.025 -0.031 0.018
C 3.832032 7.752159 2.847168 -0.021 0.018 -0.017
C 2.874363 6.595058 2.844391 0.027 -0.032 -0.070
C 1.980867 6.391360 3.871980 -0.038 -0.001 0.040
C 1.094502 5.322093 3.817743 0.029 0.034 -0.018
F 0.229614 5.154313 4.854124 -0.012 -0.001 0.029
C 1.074691 4.456507 2.765867 -0.040 -0.019 -0.007
C 1.984087 4.636533 1.720336 -0.029 -0.045 -0.067
C 1.928818 3.678071 0.582702 -0.019 0.100 -0.025
O 1.194977 2.699153 0.646395 0.237 0.567 0.626
C 2.792027 4.011830 -0.527824 0.004 0.036 0.034
C 3.672503 5.024338 -0.378997 0.055 -0.034 0.004
N 3.800167 5.840376 0.714212 0.007 0.006 0.000
C 2.895429 5.695763 1.757060 0.070 0.042 0.017
C 2.787003 3.284293 -1.891021 0.084 0.252 -0.069
O 3.886101 3.245495 -2.468630 -0.012 0.066 -0.042
O 1.667340 2.872422 -2.266443 0.919 1.212 -0.471
H 6.913640 7.138164 0.278729 -0.002 0.006 -0.016
H 6.042575 6.349673 -1.031211 -0.007 -0.010 0.001
H 6.408252 5.446448 0.437445 0.007 0.008 0.015
H 4.435052 7.756696 0.154723 0.008 0.014 0.006
H 5.821751 8.175020 2.100495 -0.002 0.004 0.001
H 5.590624 6.523749 2.678945 0.005 0.011 0.002
H 3.385689 8.603618 2.320873 -0.001 0.009 0.017
H 4.027136 8.077077 3.870647 0.014 -0.012 0.003
H 1.956786 7.064505 4.720697 -0.002 -0.007 0.003
H 0.377854 3.632149 2.699719 0.007 0.001 0.005
H 4.361954 5.195367 -1.192727 -0.012 -0.015 -0.013
Cl -4.403981 -1.320594 2.324872 0.074 -0.041 -0.019
C -5.451131 -1.064442 0.966908 0.041 0.046 0.054
C -6.675743 -0.456283 1.196590 -0.024 0.016 -0.017
C -7.533000 -0.228380 0.133913 0.022 0.049 0.014
C -7.156909 -0.592008 -1.148235 0.016 0.032 0.005
C -5.922930 -1.187587 -1.354737 -0.033 0.000 -0.074
Cl -5.467479 -1.597725 -2.972584 -0.009 -0.011 0.024
C -5.031682 -1.457248 -0.307175 0.065 0.033 -0.040
N -3.788084 -2.070176 -0.516147 0.100 -0.055 0.014
C -3.762660 -3.428014 -0.845945 0.053 0.171 -0.062
C -4.857914 -4.266133 -0.625703 0.032 0.006 0.043
C -4.803022 -5.614206 -0.956116 0.025 -0.008 -0.017
C -3.653568 -6.144405 -1.516016 -0.045 0.016 0.014
C -2.560191 -5.308010 -1.723186 0.017 0.023 0.004
C -2.576014 -3.958807 -1.397960 0.017 -0.056 -0.003
C -1.325138 -3.134105 -1.579353 0.053 -0.043 0.054
C -1.390169 -2.013744 -2.643290 -0.003 0.134 0.065
O -0.664880 -2.110802 -3.647487 -0.082 -0.060 -0.008
O -2.165364 -1.046825 -2.372057 -0.088 0.075 0.065
H -6.939967 -0.160777 2.202509 0.007 -0.007 -0.002
H -8.487414 0.253573 0.302662 -0.003 -0.007 0.003
H -7.803082 -0.407448 -1.995464 0.004 -0.004 -0.002
H -3.098742 -1.510814 -1.098604 -0.194 -0.063 -0.066
H -5.763788 -3.858888 -0.191861 -0.005 0.017 0.000
H -5.667911 -6.242615 -0.774194 -0.001 0.000 -0.006
H -3.597370 -7.192817 -1.782331 -0.005 -0.002 0.003
H -1.646493 -5.712819 -2.143602 -0.004 -0.002 -0.002
H -0.502368 -3.799893 -1.832772 0.022 0.011 0.003
H -1.058304 -2.645998 -0.636609 -0.017 0.011 0.001
C -0.378212 -4.142264 6.079037 0.017 0.035 0.021
N -0.067052 -3.010782 5.226739 0.010 0.013 -0.049
C -0.321439 -3.029020 3.874846 -0.070 -0.152 -0.079
N -1.303075 -3.896598 3.495293 -0.001 0.048 -0.002
S 0.523670 -2.133986 2.781995 0.047 0.102 0.077
H 0.104234 -3.989947 7.042874 -0.001 -0.007 -0.001
H -0.031194 -5.089430 5.655874 0.000 -0.008 -0.002
H -1.451692 -4.219773 6.267893 -0.005 0.009 -0.006
H 0.796775 -2.529987 5.418573 -0.012 0.002 0.006
H -2.016984 -4.167875 4.150238 -0.004 -0.010 -0.017
H -1.577301 -3.830433 2.527658 -0.030 0.036 -0.003
```
Positions in Å, forces in eV/Å.

Output
* charge: -2
* lowest unoccupied orbital energy: 3.31 eV
* highest occupied orbital energy: 0.69 eV

---

No. 4
Below is a structure of composition C10H25Li2NO7, with properties calculated with wB97M-V/def2-TZVPD.

XYZ file:
```
45
Properties=species:S:1:pos:R:3:forces:R:3
Li 2.541545 -3.635926 -3.345030 -0.115 1.360 0.717
Li -0.265825 -2.835446 -0.953910 0.598 0.446 -0.965
O 3.557035 -2.971926 -0.170210 1.420 -0.683 -0.529
C 4.861575 -3.576396 -0.016640 -0.959 0.215 0.043
C 6.266335 -2.733296 -0.034310 -1.817 2.771 -3.267
O 6.338995 -1.738756 -1.083880 -0.135 -1.601 1.538
H 4.991205 -4.417466 -0.697750 0.227 -0.097 -1.075
H 4.813825 -4.154516 0.906180 0.403 -0.036 1.114
H 7.135995 -3.344616 -0.275300 0.019 -1.221 0.776
H 6.352025 -2.219156 0.922990 0.129 -0.104 0.743
O -0.399855 -2.095726 -4.086470 -0.653 0.493 0.473
C -0.906655 -0.753266 -4.274310 2.777 -0.902 1.101
C 0.222145 0.358554 -4.516680 2.459 0.282 0.674
O 1.464755 0.503954 -3.753910 -2.872 -1.078 -0.846
H -1.447255 -0.426536 -3.385990 -0.424 0.129 0.509
H -1.607295 -0.742586 -5.109230 -0.191 0.192 -0.511
H -0.208445 1.359044 -4.558120 -1.221 0.530 0.536
H 0.501645 0.311664 -5.569190 0.257 -0.858 -0.904
C -2.431455 6.126294 1.732990 0.814 -1.520 -0.244
O -2.273165 4.629234 1.712060 -0.307 2.634 0.643
C -1.154555 4.138444 0.994410 -0.919 -2.079 -2.363
C -1.199335 2.579764 1.011110 0.814 0.618 2.500
N -0.679155 2.172454 2.340470 0.476 -0.559 -0.517
C -0.550645 0.755144 2.698240 -0.117 0.990 -1.747
C -1.829875 -0.077836 2.473050 1.032 0.676 0.799
O -2.130035 -0.319516 1.066860 0.374 0.004 2.066
C -3.366635 -1.013826 0.914290 0.598 0.574 -0.527
H -1.736775 6.574994 2.443060 0.107 -0.188 0.176
H -3.438325 6.450034 1.996640 -0.113 -0.763 0.187
H -2.227265 6.600254 0.772900 0.151 -0.428 -0.339
H -0.152615 4.533434 1.162380 -0.194 0.169 0.745
H -1.346695 4.194754 -0.077050 -0.048 1.244 -0.411
H -0.567735 2.144814 0.236510 0.113 0.211 -0.026
H -2.217705 2.228274 0.845350 -0.207 0.208 -0.157
H -1.061555 2.715134 3.101640 -0.279 -0.060 -0.210
H -0.105775 0.801644 3.692240 -0.750 -0.686 0.414
H 0.224485 0.251504 2.120640 0.250 0.310 -0.438
H -2.586065 0.468204 3.037070 -0.830 -0.018 -0.528
H -1.600215 -0.953416 3.080270 -0.496 -0.956 -0.530
H -4.175775 -0.312996 0.708800 -0.210 0.186 0.415
H -3.566495 -1.620156 1.797760 -0.190 -0.242 -0.211
H -3.274675 -1.575786 -0.015150 -0.026 -0.441 0.211
O -0.482185 -5.829916 -0.062240 -0.356 0.328 -0.019
H 0.167375 -5.832796 0.640820 0.394 0.126 0.204
H -0.448885 -6.715756 -0.423370 0.015 -0.177 -0.225
```
Positions in Å, forces in eV/Å.

Output
* charge: -2
* lowest unoccupied orbital energy: 3.25 eV
* highest occupied orbital energy: 0.92 eV

---

Total energy in eV, matching the order above: -14178.073; -27853.369; -107394.400; -26994.598
ΔE to the lowest compared entry with this formula, charge and spin in kcal per mole, matching the order above: 78.7; 48.0; 30.3; 276.3
Max |F| in Eh/bohr, matching the order above: 0.0874; 0.0951; 0.0408; 0.0905